{"formula": "C4H4N2O2", "method": "ωB97M-V/def2-TZVPD", "symbols": ["H", "N", "C", "N", "C", "C", "C", "O", "O", "H", "H", "H"], "coordinates": [[2.090, 0.321, 2.670], [1.717, 0.897, 1.966], [0.839, 0.232, 1.284], [0.725, -1.164, 1.307], [-0.184, -1.398, 0.365], [-0.531, -0.201, -0.410], [-1.083, 0.093, -1.648], [-0.897, 1.314, -2.323], [0.040, 0.908, 0.313], [-0.292, -2.448, 0.091], [-1.702, -0.597, -2.156], [-0.724, 2.044, -1.458]], "atomic_forces_ev_per_a": [[0.78, -1.14, 0.87], [-2.98, 0.41, -2.30], [2.81, 2.51, 1.43], [-3.19, 0.58, -2.14], [2.21, -0.29, 0.38], [-0.58, 1.96, -0.85], [1.65, 1.11, 1.57], [-0.07, 1.21, 5.45], [0.67, -3.12, 0.26], [-0.72, 0.41, -0.14], [-0.18, -0.70, -0.68], [-0.41, -2.96, -3.85]], "mulliken_charge": [0.297, -0.624, 0.484, -0.429, -0.295, 0.703, -0.306, -0.520, -0.439, 0.356, 0.353, 0.421], "de_lowest_kj_mol": 303.2, "homo_ha": -0.32758}

---

{"formula": "CHIS2", "method": "ωB97M-V/def2-TZVPD", "symbols": ["C", "S", "S", "I", "H"], "coordinates": [[0.163, -0.243, -0.067], [0.521, 1.205, -1.015], [0.378, 1.092, 1.000], [-1.991, -0.956, 0.028], [0.929, -1.098, 0.054]], "atomic_forces_ev_per_a": [[-0.43, -2.34, 0.28], [0.08, -0.26, -1.16], [0.38, 1.04, 1.83], [1.51, 0.16, -0.36], [-1.54, 1.40, -0.60]], "mulliken_charge": [-0.334, -0.069, -0.066, 0.077, 0.392], "de_lowest_kj_mol": 90.5, "homo_ha": -0.31726}

---

{"formula": "C4H22F6NO5P", "method": "ωB97M-V/def2-TZVPD", "symbols": ["N", "H", "H", "H", "H", "P", "F", "F", "F", "F", "F", "F", "C", "O", "H", "H", "H", "H", "C", "C", "C", "O", "H", "H", "H", "H", "H", "H", "H", "H", "O", "H", "H", "O", "H", "H", "O", "H", "H"], "coordinates": [[17.377, -16.160, 1.809], [16.426, -16.437, 2.003], [17.993, -16.291, 2.599], [17.328, -15.186, 1.545], [17.783, -16.621, 1.008], [15.130, -16.418, -1.771], [14.721, -15.090, -2.600], [13.601, -16.504, -1.195], [14.763, -17.352, -3.042], [15.439, -17.672, -0.845], [16.708, -16.265, -2.201], [15.343, -15.461, -0.514], [18.249, -19.580, 2.916], [19.529, -19.365, 3.441], [18.180, -20.414, 2.217], [17.562, -19.761, 3.743], [17.896, -18.654, 2.463], [19.924, -20.159, 3.809], [17.723, -11.462, 2.538], [18.644, -12.573, 1.979], [19.342, -13.256, 3.160], [17.831, -13.557, 1.342], [17.080, -10.987, 1.798], [18.361, -10.665, 2.919], [17.147, -11.866, 3.372], [19.448, -12.280, 1.304], [19.947, -12.526, 3.698], [20.079, -14.010, 2.881], [18.625, -13.636, 3.888], [17.486, -13.119, 0.561], [19.117, -16.729, 3.905], [19.163, -17.665, 3.711], [19.739, -16.600, 4.621], [18.467, -17.305, -0.390], [18.094, -16.946, -1.196], [19.234, -17.799, -0.681], [14.916, -17.267, 2.268], [14.124, -17.327, 1.734], [14.794, -17.924, 2.953]], "atomic_forces_ev_per_a": [[-0.12, 0.96, -0.13], [-0.91, -0.92, 0.04], [0.38, 0.16, 0.80], [0.07, -0.19, 0.32], [0.18, -1.01, -0.97], [-2.05, -0.10, -1.91], [0.55, -0.57, -0.19], [-0.69, -0.20, -0.46], [0.60, 0.58, 1.00], [0.97, -0.63, -0.04], [-0.53, -0.08, 0.14], [1.45, 1.25, 1.83], [-1.07, -0.47, 0.49], [0.88, 0.44, -0.22], [0.13, 0.18, -0.15], [-0.27, -0.25, 0.01], [0.23, -0.19, -0.37], [-0.18, -0.10, 0.01], [-0.53, 1.11, -0.23], [0.91, -2.60, 2.09], [0.24, 0.53, 0.14], [0.80, 1.98, 0.41], [-0.08, -0.27, -0.08], [0.33, -0.17, -0.03], [-0.04, -0.13, -0.25], [-0.35, 0.83, -0.80], [-0.16, 0.31, -0.07], [-0.39, -0.30, -0.31], [-0.02, -0.26, -0.14], [-0.64, 0.02, -1.14], [-0.32, 0.91, -0.07], [0.55, -0.85, 0.15], [0.11, 0.09, 0.17], [0.48, -0.01, 0.34], [-0.65, 0.16, -0.54], [0.25, -0.22, 0.13], [0.11, 0.06, 0.30], [-0.21, 0.11, -0.52], [-0.01, -0.18, 0.26]], "mulliken_charge": [-0.065, 0.454, 0.313, 0.343, 0.334, 1.169, -0.341, -0.304, -0.317, -0.294, -0.427, -0.317, -0.176, -0.609, 0.354, 0.305, -0.267, 0.332, -1.171, 0.556, -1.496, -0.326, 0.428, 0.383, 0.379, 0.265, 0.470, 0.368, 0.404, 0.360, -0.657, 0.316, 0.318, -0.607, 0.319, 0.266, -0.609, 0.284, 0.263], "charge": 1, "multiplicity": 2, "de_lowest_kj_mol": 0.0, "homo_ha": [-0.51404, -0.50196]}

---

Number 1: DFT total energy -414.73072 Ha. Number 2: DFT total energy -1132.72716 Ha. Number 3: DFT total energy -1536.90923 Ha.